Entry 1:
H14O7 | ωB97M-V/def2-TZVPD

## Properties
Multiplicity: 1
LUMO level (Eh): 0.00820
Kohn-Sham gap (eV): 11.44
Energy above the lowest of the compared OMol25 structures with the same formula, charge and spin (kcal per mole): 52.8
Charge: 0
Highest occupied orbital energy (eV): -11.22

```
21
Properties=species:S:1:pos:R:3:nbo_charge:R:1
O -4.664 0.279 -3.148 -0.93
H -5.524 0.331 -2.733 0.47
H -4.096 -0.098 -2.476 0.47
O 3.668 2.330 0.681 -0.94
H 3.287 2.588 1.520 0.47
H 4.345 1.694 0.910 0.47
O 2.008 -4.256 -2.663 -0.94
H 1.367 -4.165 -3.368 0.47
H 2.063 -3.383 -2.275 0.47
O -0.620 -5.031 2.603 -0.93
H -1.085 -4.417 3.171 0.46
H -0.223 -5.661 3.204 0.47
O 2.402 5.740 -1.664 -0.94
H 2.761 4.915 -1.337 0.47
H 2.353 6.304 -0.891 0.46
O 0.553 -0.645 -0.014 -0.94
H 1.147 0.102 -0.095 0.47
H -0.216 -0.294 0.434 0.47
O -3.078 1.389 2.374 -0.94
H -3.838 0.837 2.559 0.47
H -2.611 1.441 3.207 0.47
```

Entry 2:
H15NO6 | ωB97M-V/def2-TZVPD

## Properties
Multiplicity: 1
LUMO level (Eh): 0.01265
Kohn-Sham gap (eV): 10.41
Energy above the lowest of the compared OMol25 structures with the same formula, charge and spin (kcal per mole): 28.7
Charge: 0
Highest occupied orbital energy (eV): -10.06

```
22
Properties=species:S:1:pos:R:3:nbo_charge:R:1
N 1.963 -0.721 2.115 -1.09
H 2.173 -0.227 2.973 0.36
H 0.979 -0.970 2.067 0.38
H 2.192 -0.041 1.401 0.35
O -1.851 -2.628 -1.951 -0.94
H -1.928 -3.526 -1.604 0.47
H -2.392 -2.741 -2.733 0.48
O 2.330 1.622 -5.367 -0.94
H 1.591 1.238 -4.901 0.47
H 2.368 2.524 -5.035 0.47
O -2.051 2.480 2.791 -0.93
H -1.583 2.386 1.938 0.48
H -1.255 2.745 3.276 0.47
O -1.682 -0.385 2.387 -0.96
H -2.474 -0.886 2.597 0.46
H -1.920 0.480 2.752 0.48
O 0.570 1.534 -0.551 -0.97
H 1.017 1.943 0.168 0.46
H 0.752 0.578 -0.537 0.50
O 0.583 -1.496 -0.759 -0.97
H 0.911 -2.049 -0.057 0.47
H -0.293 -1.861 -0.968 0.50
```

Entry 3:
H15NO6 | ωB97M-V/def2-TZVPD

## Properties
Multiplicity: 1
LUMO level (Eh): 0.01456
Kohn-Sham gap (eV): 10.99
Energy above the lowest of the compared OMol25 structures with the same formula, charge and spin (kcal per mole): 18.7
Charge: 0
Highest occupied orbital energy (eV): -10.59

```
22
Properties=species:S:1:pos:R:3:nbo_charge:R:1
N -4.785 -0.481 0.061 -1.05
H -4.256 -0.033 -0.692 0.34
H -4.457 0.101 0.832 0.35
H -5.719 -0.127 -0.143 0.35
O 1.356 0.493 -3.128 -0.98
H 0.782 0.792 -2.403 0.49
H 1.319 1.247 -3.730 0.47
O 2.195 -1.652 1.449 -0.97
H 2.711 -1.886 0.658 0.51
H 2.904 -1.361 2.036 0.48
O -1.838 1.402 3.177 -0.94
H -1.380 0.720 2.682 0.46
H -1.229 2.147 3.198 0.47
O 0.154 1.844 -0.691 -0.98
H -0.337 1.073 -0.364 0.51
H -0.475 2.506 -0.988 0.47
O -0.210 -0.352 0.848 -0.99
H 0.609 -0.839 1.066 0.52
H -0.873 -0.695 1.454 0.47
O 3.129 -1.442 -1.594 -0.97
H 3.349 -1.725 -2.487 0.48
H 2.465 -0.757 -1.763 0.49
```

Entry 4:
H16NO6 | ωB97M-V/def2-TZVPD

## Properties
Multiplicity: 1
LUMO level (Eh): -0.10184
Kohn-Sham gap (eV): 11.95
Energy above the lowest of the compared OMol25 structures with the same formula, charge and spin (kcal per mole): 61.4
Charge: +1
Highest occupied orbital energy (eV): -14.72

```
23
Properties=species:S:1:pos:R:3:nbo_charge:R:1
N 1.130 1.363 0.520 -0.89
H 1.764 2.024 1.032 0.43
H 1.522 1.034 -0.239 0.42
H 0.930 0.484 1.062 0.47
H 0.217 1.715 0.232 0.47
H 1.347 2.379 -3.014 0.50
H 2.723 1.553 -3.008 0.49
O 1.960 1.776 -2.404 -0.99
H 0.360 -1.896 1.505 0.52
H 0.559 -1.092 2.843 0.49
O 0.274 -0.968 1.897 -1.00
H 0.717 -1.779 -1.400 0.47
H 0.012 -0.738 -1.965 0.46
O 0.132 -1.132 -1.171 -0.93
H -2.082 1.802 -0.021 0.51
H -1.637 1.758 1.536 0.49
O -1.417 2.213 0.577 -0.99
H -0.457 -4.215 1.636 0.53
H 1.280 -4.008 1.534 0.52
O 0.382 -3.754 1.514 -1.03
H -4.062 0.584 -0.659 0.52
H -2.547 0.086 -1.100 0.49
O -3.107 0.813 -0.910 -0.97
```

Entry 5:
H16O40S8Zn5 | ωB97M-V/def2-TZVPD

## Properties
Multiplicity: 1
LUMO level (Eh): 0.33322
Kohn-Sham gap (eV): 3.17
Charge: -6
Highest occupied orbital energy (eV): 5.90

```
69
Properties=species:S:1:pos:R:3:nbo_charge:R:1
Zn 2.073 1.986 0.905 1.78
Zn 1.478 -3.058 1.143 1.77
Zn -2.123 0.097 2.204 1.78
Zn -1.677 -0.956 -3.038 1.76
Zn 2.420 0.780 -2.018 1.76
S 3.581 -0.735 2.324 2.66
O 3.172 -0.830 3.710 -1.00
O 5.044 -0.686 2.220 -1.10
O 3.092 -1.962 1.649 -1.24
O 2.985 0.405 1.580 -1.19
S 1.024 3.331 -3.703 2.61
O 1.453 2.099 -2.967 -1.23
O -0.325 3.691 -3.235 -1.11
O 1.926 4.423 -3.430 -1.04
O 0.963 3.069 -5.141 -1.13
S 0.116 2.031 3.487 2.67
O -1.234 1.488 3.288 -1.17
O 0.992 1.161 4.230 -1.01
O 0.695 2.309 2.154 -1.24
O 0.055 3.291 4.227 -1.11
S -0.271 -2.322 3.770 2.67
O -1.216 -3.281 4.356 -1.11
O -0.988 -1.384 2.915 -1.20
O 0.506 -1.573 4.748 -1.00
O 0.630 -3.071 2.887 -1.22
S 0.100 -0.327 -0.225 2.74
O 1.128 0.726 -0.408 -1.17
O -0.504 -0.697 -1.504 -1.18
O 0.831 -1.468 0.339 -1.16
O -0.956 0.155 0.646 -1.07
S -3.166 -3.616 -2.050 2.61
O -3.859 -4.244 -3.187 -1.11
O -2.505 -4.638 -1.221 -1.11
O -2.098 -2.754 -2.589 -1.22
O -4.106 -2.839 -1.242 -1.05
S -5.021 1.118 1.049 2.62
O -3.594 1.169 1.500 -1.18
O -5.098 0.392 -0.243 -1.12
O -5.925 0.442 1.988 -1.10
O -5.514 2.484 0.904 -1.10
S 4.511 2.453 -1.415 2.63
O 3.322 2.081 -0.627 -1.22
O 5.800 2.243 -0.793 -1.06
O 4.308 1.420 -2.443 -1.19
O 4.438 3.824 -1.898 -1.02
O -0.094 -4.102 0.205 -1.01
H -0.293 -5.038 0.158 0.49
H -0.883 -3.667 -0.158 0.55
O -1.716 2.991 0.634 -1.02
H -2.427 2.566 1.126 0.50
H -0.909 2.627 1.013 0.49
O -3.012 0.168 -1.937 -1.06
H -3.158 1.106 -2.087 0.51
H -3.719 -0.096 -1.299 0.57
O 3.470 -0.783 -0.960 -1.04
H 3.137 -1.477 -0.376 0.53
H 4.331 -0.547 -0.595 0.53
O 0.848 3.566 -0.051 -1.00
H 0.316 3.797 -0.824 0.52
H 0.488 4.098 0.664 0.49
O -0.969 0.912 -3.767 -1.05
H -0.952 1.311 -4.641 0.51
H -0.553 1.577 -3.185 0.56
O 2.748 -3.500 -0.576 -0.95
H 2.554 -3.300 -1.497 0.50
H 3.323 -4.268 -0.607 0.48
O -2.975 -1.666 1.282 -1.01
H -3.490 -2.256 0.715 0.52
H -2.530 -2.246 1.913 0.50
```

Entry 6:
H16O8 | ωB97M-V/def2-TZVPD

## Properties
Multiplicity: 1
LUMO level (Eh): 0.00521
Kohn-Sham gap (eV): 10.86
Energy above the lowest of the compared OMol25 structures with the same formula, charge and spin (kcal per mole): 46.5
Charge: 0
Highest occupied orbital energy (eV): -10.71

```
24
Properties=species:S:1:pos:R:3:nbo_charge:R:1
O 16.009 -16.152 -10.274 -0.97
H 15.648 -16.584 -9.462 0.50
H 15.338 -16.211 -10.954 0.47
O 14.345 -13.965 -9.318 -0.97
H 14.868 -14.271 -10.040 0.50
H 13.699 -13.399 -9.764 0.48
O 11.855 -15.018 -6.218 -0.98
H 12.795 -14.778 -6.295 0.50
H 11.395 -14.262 -6.449 0.45
O 15.934 -15.867 -5.336 -0.96
H 16.784 -15.449 -5.608 0.48
H 15.461 -16.216 -6.065 0.49
O 12.112 -18.098 -8.779 -0.97
H 12.334 -18.794 -8.208 0.49
H 11.425 -17.528 -8.422 0.49
O 14.316 -16.438 -7.672 -1.01
H 14.359 -15.592 -8.060 0.49
H 13.581 -16.979 -7.938 0.51
O 12.541 -20.071 -6.509 -0.96
H 12.655 -20.793 -5.921 0.48
H 13.076 -19.319 -6.179 0.48
O 14.261 -13.772 -6.547 -0.98
H 14.222 -13.582 -7.477 0.49
H 14.980 -14.374 -6.321 0.49
```

Entry 7:
H16O8 | ωB97M-V/def2-TZVPD

## Properties
Multiplicity: 1
LUMO level (Eh): -0.03419
Kohn-Sham gap (eV): 7.89
Energy above the lowest of the compared OMol25 structures with the same formula, charge and spin (kcal per mole): 381.0
Charge: 0
Highest occupied orbital energy (eV): -8.82

```
24
Properties=species:S:1:pos:R:3:nbo_charge:R:1
O -23.676 -33.177 -1.899 -1.02
H -23.570 -32.960 -2.826 0.42
H -23.181 -32.501 -1.436 0.46
O -25.639 -33.500 -3.547 -0.83
H -25.746 -34.450 -3.585 0.54
H -26.402 -33.153 -4.009 0.51
O -25.532 -30.886 0.563 -0.99
H -26.197 -31.239 -0.028 0.40
H -25.200 -30.108 0.114 0.40
O -24.160 -30.250 -3.617 -1.00
H -24.505 -30.160 -4.506 0.42
H -24.475 -31.105 -3.324 0.45
O -26.739 -29.245 -1.201 -0.93
H -26.560 -29.597 -2.073 0.47
H -25.876 -29.152 -0.798 0.47
O -23.640 -32.794 -3.861 -0.91
H -24.525 -33.080 -3.637 0.45
H -23.721 -32.427 -4.741 0.48
O -26.871 -31.468 -0.647 -0.80
H -27.427 -31.048 -1.304 0.52
H -27.383 -32.219 -0.346 0.50
O -25.310 -31.695 -2.752 -0.92
H -25.739 -31.478 -1.925 0.49
H -25.796 -32.450 -3.084 0.44
```

Entry 8:
H16O8 | ωB97M-V/def2-TZVPD

## Properties
Multiplicity: 1
LUMO level (Eh): -0.03010
Kohn-Sham gap (eV): 9.81
Energy above the lowest of the compared OMol25 structures with the same formula, charge and spin (kcal per mole): 80.8
Charge: 0
Highest occupied orbital energy (eV): -10.63

```
24
Properties=species:S:1:pos:R:3:nbo_charge:R:1
O -0.360 1.334 0.599 -0.93
H 0.088 0.802 -0.068 0.46
H -0.639 0.692 1.262 0.46
O -2.269 -1.892 2.446 -0.93
H -1.493 -2.464 2.455 0.46
H -2.720 -2.121 1.626 0.47
O -3.348 1.962 -0.909 -0.95
H -2.527 2.380 -0.626 0.48
H -3.086 1.064 -1.141 0.47
O -0.026 3.487 -0.051 -0.92
H 0.747 3.848 0.398 0.47
H 0.320 3.163 -0.890 0.46
O 2.498 0.613 1.927 -0.92
H 2.900 -0.185 1.565 0.46
H 1.554 0.487 1.779 0.46
O 3.858 -0.220 -1.043 -0.93
H 3.367 0.162 -1.779 0.47
H 3.316 -0.965 -0.761 0.45
O -2.076 -1.752 -1.549 -0.93
H -1.699 -2.100 -0.733 0.45
H -1.337 -1.754 -2.168 0.47
O 1.009 -1.930 -1.083 -0.94
H 1.432 -1.870 -0.219 0.47
H 0.490 -2.741 -1.035 0.47
```

Entry 9:
H16O8 | ωB97M-V/def2-TZVPD

## Properties
Multiplicity: 1
LUMO level (Eh): -0.00330
Kohn-Sham gap (eV): 10.17
Energy above the lowest of the compared OMol25 structures with the same formula, charge and spin (kcal per mole): 60.9
Charge: 0
Highest occupied orbital energy (eV): -10.26

```
24
Properties=species:S:1:pos:R:3:nbo_charge:R:1
O 0.298 0.223 -1.395 -0.97
H 0.972 0.727 -1.051 0.48
H -0.372 0.258 -0.677 0.49
O 0.339 0.367 2.482 -0.97
H 0.455 -0.433 2.010 0.49
H 0.661 -0.023 3.260 0.48
O -2.250 2.809 1.161 -0.94
H -1.819 2.185 0.641 0.47
H -1.565 3.346 1.585 0.47
O -1.612 0.050 0.654 -0.98
H -0.955 0.317 1.262 0.49
H -2.318 -0.278 1.230 0.50
O 0.608 -1.984 0.933 -0.96
H -0.279 -2.058 0.560 0.50
H 1.206 -2.227 0.242 0.47
O -1.226 1.129 -3.464 -0.97
H -0.384 0.876 -3.081 0.49
H -1.906 0.590 -3.140 0.46
O 2.617 1.314 0.363 -0.94
H 3.413 0.803 0.422 0.47
H 2.281 1.195 1.238 0.48
O 0.253 -2.942 -1.872 -0.91
H 0.679 -3.815 -1.909 0.46
H 0.905 -2.430 -1.455 0.45
```

Entry 10:
H16O8 | ωB97M-V/def2-TZVPD

## Properties
Multiplicity: 1
LUMO level (Eh): -0.02218
Kohn-Sham gap (eV): 10.27
Energy above the lowest of the compared OMol25 structures with the same formula, charge and spin (kcal per mole): 67.4
Charge: 0
Highest occupied orbital energy (eV): -10.87

```
24
Properties=species:S:1:pos:R:3:nbo_charge:R:1
O -0.480 -2.187 -1.271 -0.95
H -0.777 -1.549 -1.876 0.48
H -0.563 -1.739 -0.445 0.48
O 2.226 -0.157 0.345 -0.95
H 2.224 0.678 0.787 0.48
H 3.158 -0.197 0.149 0.49
O 2.079 -2.892 -1.166 -0.94
H 1.206 -2.673 -0.967 0.48
H 2.502 -2.450 -0.487 0.44
O -2.993 -0.644 1.459 -0.95
H -2.080 -0.576 1.174 0.49
H -3.091 -0.172 2.253 0.45
O 2.145 -0.673 -2.683 -0.95
H 2.244 -0.828 -1.764 0.46
H 2.089 -1.525 -3.044 0.48
O -2.292 3.350 -0.494 -0.93
H -1.898 2.829 0.156 0.47
H -2.229 4.222 -0.111 0.45
O -0.387 -0.249 0.703 -1.02
H -0.474 0.602 1.094 0.50
H 0.509 -0.420 0.376 0.50
O -1.007 2.117 1.719 -0.97
H -0.309 2.771 1.888 0.49
H -1.799 2.363 2.204 0.50
```